# C5H11NOS

The molecule C5H11NOS at a distorted geometry (ωB97M-V/def2-TZVPD, the Open Molecules 2025 dataset).

## Properties
SMILES: CCNCCC(O)=S
Gap between HOMO and LUMO in hartree: 0.32107
E_HOMO in eV: -8.2

Structure (ORCA input):
```
! wB97M-V def2-TZVPD RIJCOSX def2/J DEFGRID3
* xyz 0 1
C -2.53683 -0.30745 -0.40110
C -1.56760 0.90282 -0.17730
N -0.24756 0.57461 0.35620
C 0.30945 -0.66106 -0.07515
C 1.70408 -0.90455 0.48531
C 2.62303 0.20345 0.03589
O 2.15135 1.45508 0.10302
S 4.22668 0.04491 -0.36884
H -2.94171 -0.68529 0.52840
H -3.30385 0.18542 -0.98024
H -2.16101 -1.18110 -0.92160
H -1.78933 1.83069 0.37478
H -1.22763 1.28985 -1.22614
H -0.29399 0.62123 1.45021
H 0.30639 -0.52257 -1.22569
H -0.36573 -1.54728 0.12664
H 2.14996 -1.87137 0.10903
H 1.73078 -0.83993 1.63473
H 1.23352 1.41253 0.17185
*
```

=====

# C21H47NO2SSi2Y

A structure of composition C21H47NO2SSi2Y at a distorted geometry (ωB97M-V/def2-TZVPD, the Open Molecules 2025 dataset).

## Properties
Gap between HOMO and LUMO in hartree: 0.30253
E_HOMO in eV: -11.1

Structure (ORCA input):
```
! wB97M-V def2-TZVPD RIJCOSX def2/J DEFGRID3
* xyz 1 1
O 0.29920 1.34258 1.11869
O 2.29996 0.25530 2.17191
C 0.49685 2.58031 0.41967
C -0.78002 3.32683 0.15529
H 0.99309 2.27833 -0.51076
H 1.21895 3.18816 0.99172
H -1.49411 2.74247 -0.44759
H -0.51918 4.22488 -0.41131
H -1.26507 3.64237 1.08876
C -0.75249 1.25529 2.11625
C -0.33529 2.06469 3.31879
H -0.87929 0.18758 2.35997
H -1.68329 1.61222 1.65534
H 0.62360 1.71939 3.70715
H -1.05834 1.97887 4.13831
H -0.24550 3.11467 3.03632
C 2.65288 -0.87241 2.99800
C 3.30999 1.28877 2.21861
C 1.85355 -0.86903 4.27046
H 3.73095 -0.81268 3.22378
H 2.46877 -1.77426 2.41448
H 2.13016 -0.00433 4.88448
H 2.08858 -1.77997 4.83958
H 0.76983 -0.84634 4.09606
C 3.53472 1.80068 3.61063
H 2.98220 2.08942 1.55103
H 4.24077 0.87147 1.80125
H 2.59873 2.08214 4.10359
H 4.17843 2.68278 3.56314
H 4.03822 1.04547 4.21815
H 1.39427 0.00435 0.85569
Y -1.06734 -1.10587 -0.37939
C 1.33194 -0.78830 -0.11757
Si 3.02748 -1.08341 -0.90045
H 0.94879 -1.78801 0.27468
H 0.83731 -0.25607 -0.97132
C 3.72294 0.59971 -1.31172
C 2.87589 -2.08843 -2.47196
C 4.26857 -1.97468 0.17495
C -1.34417 0.27315 -2.20226
Si -2.16975 -0.68917 -3.56548
H -0.36372 0.68714 -2.50869
H -1.96778 1.14996 -1.94107
C -0.92936 -1.74319 -4.51082
C -3.00767 0.49739 -4.76120
C -3.53503 -1.82412 -2.93126
H 5.16915 -2.12779 -0.43776
H 3.89401 -2.95901 0.48526
H 4.55736 -1.40744 1.06762
H 3.13819 1.08088 -2.10638
H 4.74706 0.43875 -1.67803
H 3.76534 1.27444 -0.44807
H 1.97270 -1.87312 -3.05362
H 2.89939 -3.16061 -2.24550
H 3.74898 -1.85911 -3.09876
H -2.40079 1.40454 -4.86613
H -4.00092 0.79797 -4.39707
H -3.13900 0.05865 -5.76011
H -4.29846 -1.27979 -2.35899
H -3.18016 -2.66092 -2.31348
H -4.03165 -2.26093 -3.81237
H -1.34071 -2.02428 -5.49221
H -0.68817 -2.67295 -3.97702
H 0.00790 -1.19885 -4.68766
S -2.53272 -3.12420 0.41363
C -3.65917 -1.79614 0.50866
C -5.02657 -2.09358 0.60558
C -5.95751 -1.09497 0.40572
C -5.51048 0.21769 0.17946
C -4.15245 0.48686 0.15127
N -3.21959 -0.49682 0.36882
H -5.27315 -3.14335 0.76307
H -7.01880 -1.32728 0.41665
H -6.21616 1.02458 0.01434
H -3.77285 1.49066 -0.08080
*
```

=====

# C18H23N2O4S2Tc

A structure of composition C18H23N2O4S2Tc at a distorted geometry (ωB97M-V/def2-TZVPD, the Open Molecules 2025 dataset).

## Properties
Gap between HOMO and LUMO (alpha / beta) in hartree: 0.26288 / 0.24976
E_HOMO (alpha / beta) in eV: -11.5 / -11.4
Expectation value of S²: 0.7619

Structure (ORCA input):
```
! wB97M-V def2-TZVPD RIJCOSX def2/J DEFGRID3
* xyz 1 2
Tc 1.09792 0.35880 0.01453
C 0.28670 1.50432 1.72964
C 1.68219 1.77199 1.72112
C 1.99659 2.51670 0.52597
C 0.81162 2.67442 -0.21451
C -0.24819 2.06904 0.52899
C -1.70093 2.14528 0.19301
C 0.64911 3.48360 -1.46036
C 3.32145 3.09563 0.17683
C 2.63166 1.47642 2.83382
C -0.51192 0.94827 2.86434
H -2.25489 1.32454 0.64303
H -1.87543 2.13126 -0.88149
H -2.11149 3.07955 0.58255
H 1.52008 3.41244 -2.10984
H 0.52477 4.53500 -1.19244
H -0.22807 3.18208 -2.02886
H 3.38463 4.09407 0.61795
H 3.45156 3.19167 -0.89811
H 4.14301 2.50111 0.56488
H 3.61273 1.18127 2.46511
H 2.25774 0.69152 3.48651
H 2.75861 2.38101 3.43281
H -0.81378 1.75414 3.53614
H 0.05978 0.22376 3.44032
H -1.41129 0.44893 2.50910
S 1.89372 -1.35254 1.44987
C 1.63299 -2.63230 0.36271
N 1.43495 -3.49217 -0.37978
C -0.65580 -1.53459 -2.86872
S -1.59213 -0.97970 -1.46242
O -0.52793 -0.76856 -0.34503
C -2.42962 -2.42726 -0.94523
C -1.85145 -3.69422 -0.97632
C -2.57317 -4.75680 -0.46318
C -3.84123 -4.55296 0.06964
C -4.40547 -3.28697 0.09866
C -3.69641 -2.21015 -0.40896
H 0.01829 -2.33440 -2.56978
H -0.08286 -0.68496 -3.22646
H -1.36579 -1.85985 -3.62788
H -0.85585 -3.85890 -1.36035
H -2.13887 -5.74602 -0.47195
H -4.39309 -5.39270 0.46858
H -5.39101 -3.13684 0.51577
H -4.12352 -1.21591 -0.40123
O 3.81802 -0.31965 -2.51071
N 3.03195 -0.06977 -1.67029
O 3.27536 0.52754 -0.58348
O 1.78474 -0.39714 -1.77446
*
```

=====

# C5H9O3Tl

A structure of composition C5H9O3Tl at a distorted geometry (ωB97M-V/def2-TZVPD, the Open Molecules 2025 dataset).

## Properties
Gap between HOMO and LUMO in hartree: 0.33933
E_HOMO in eV: -18.5

Structure (ORCA input):
```
! wB97M-V def2-TZVPD RIJCOSX def2/J DEFGRID3
* xyz 2 1
H -0.90828 -0.01580 1.77799
O -0.96414 0.79633 -0.03503
O 0.92962 -0.39559 -0.27239
O 0.98369 1.87312 0.03587
C -1.73847 0.49052 1.16419
C 1.91731 -0.46533 -1.06231
C -2.97907 -0.29140 0.85101
C 2.60726 -1.71610 -1.23935
C 0.32108 0.87126 0.03383
H -1.93500 1.47482 1.59895
H 2.22932 0.46099 -1.56395
H -3.01910 -1.14588 1.54051
H -3.87530 0.32136 1.01266
H -2.97483 -0.66966 -0.17863
H 2.64540 -1.89975 -2.32915
H 3.66226 -1.54317 -0.95910
H 2.15415 -2.54332 -0.68848
Tl 0.94411 4.39760 0.31339
*
```